The following is a quantum chemistry calculation of a structure of composition C38H49ClCoN3O5Si at a distorted geometry, from the Open Molecules 2025 dataset.

Computed properties:
* multiplicity: 4
* Kohn-Sham gap (alpha / beta): 7.2 / 7.2 eV
* net charge: -1

Positions of all 98 atoms, in Å:
1 O 0.017 2.504 -0.235
2 C 0.144 3.553 -1.096
3 C -1.089 3.654 -1.997
4 C -1.988 2.593 -2.115
5 H -1.815 1.688 -1.531
6 C -3.087 2.710 -2.974
7 H -3.802 1.887 -3.027
8 C -3.251 3.861 -3.751
9 H -4.103 3.945 -4.427
10 C -2.334 4.915 -3.650
11 H -2.443 5.813 -4.261
12 C -1.272 4.814 -2.754
13 H -0.547 5.624 -2.641
14 H 0.196 4.502 -0.520
15 C 2.664 4.054 -1.186
16 C 1.453 3.595 -1.926
17 H 3.446 4.346 -1.896
18 H 3.046 3.266 -0.514
19 H 2.406 4.925 -0.563
20 C 1.462 3.164 -3.200
21 C 2.669 2.868 -4.031
22 H 0.518 2.942 -3.707
23 H 2.643 3.446 -4.964
24 H 2.657 1.809 -4.315
25 H 3.604 3.079 -3.504
26 Co 0.968 0.861 0.086
27 Cl 2.311 0.549 -1.666
28 C 2.645 -1.600 0.436
29 O 2.250 -0.705 1.209
30 N 3.092 -2.811 0.803
31 C 3.631 -3.034 2.130
32 C 3.224 -3.898 -0.160
33 H 2.639 -1.451 -0.658
34 H 3.452 -2.157 2.754
35 H 4.711 -3.224 2.052
36 H 3.149 -3.908 2.581
37 H 2.733 -3.627 -1.103
38 H 2.744 -4.808 0.225
39 H 4.288 -4.107 -0.343
40 H -4.618 2.572 1.599
41 H -4.029 0.166 2.439
42 C -3.703 2.490 0.996
43 C -3.121 0.235 1.820
44 N -2.744 1.620 1.650
45 H -3.265 3.485 0.873
46 C -1.589 2.096 2.163
47 O -0.734 1.423 2.757
48 H -2.304 -0.310 2.300
49 H -1.468 3.184 1.988
50 H -3.974 2.088 0.011
51 H -3.345 -0.214 0.844
52 H 4.309 2.849 4.082
53 H 2.329 4.366 5.028
54 C 4.067 3.357 3.141
55 C 2.137 4.653 3.985
56 N 2.646 3.644 3.068
57 H 4.357 2.728 2.301
58 C 1.825 2.913 2.296
59 O 2.216 2.057 1.473
60 H 1.059 4.766 3.834
61 H 0.755 3.135 2.452
62 H 4.620 4.300 3.119
63 H 2.638 5.612 3.797
64 O -0.592 -0.438 -0.016
65 Si -0.884 -2.013 -0.079
66 C -0.111 -2.868 1.416
67 C 0.022 -2.118 2.588
68 C 0.292 -2.747 3.807
69 C 0.457 -4.133 3.863
70 C 0.386 -4.877 2.685
71 C 0.113 -4.244 1.462
72 C -2.661 -2.665 0.035
73 C -3.409 -2.869 -1.136
74 C -4.613 -3.584 -1.101
75 C -5.100 -4.086 0.110
76 C -4.392 -3.841 1.291
77 C -3.193 -3.117 1.249
78 C -0.288 -2.870 -1.642
79 C 0.317 -2.070 -2.613
80 C 0.851 -2.623 -3.779
81 C 0.688 -3.986 -4.039
82 C 0.013 -4.784 -3.113
83 C -0.477 -4.228 -1.924
84 H -0.110 -1.035 2.561
85 H 0.365 -2.137 4.709
86 H 0.639 -4.626 4.824
87 H 0.531 -5.960 2.706
88 H 0.055 -4.832 0.548
89 H -3.037 -2.478 -2.085
90 H -5.177 -3.744 -2.025
91 H -6.036 -4.650 0.143
92 H -4.774 -4.199 2.250
93 H -2.652 -2.930 2.181
94 H 0.393 -0.994 -2.463
95 H 1.387 -1.975 -4.472
96 H 1.079 -4.415 -4.964
97 H -0.137 -5.847 -3.318
98 H -1.035 -4.868 -1.233